Molecular formula: C22H30N3
Method: DFT, wB97M-V/def2-TZVPD

Computed properties:
* total charge: +1
* E_HOMO: -9.69 eV
* max |F|: 3.33 eV/Å
* ΔE to the lowest compared entry with this formula, charge and spin: 6.3 kcal per mole
* gap between HOMO and LUMO: 6.79 eV

```
55
Properties=species:S:1:pos:R:3:forces:R:3
C 0.8571 2.0043 -1.0126 -0.2 0.9 -0.5
N 1.7840 0.8761 -1.0181 -0.4 -0.3 0.2
C 2.1537 0.4895 -2.4163 -0.2 -0.2 0.2
C 3.0170 1.1212 -0.2625 0.7 0.1 0.0
H 0.5191 2.1925 0.0107 -0.1 -0.1 -0.2
H 1.3228 2.9265 -1.3986 0.1 -0.3 0.2
H 0.0188 1.7893 -1.6944 0.3 -0.1 0.5
H 2.9174 -0.2943 -2.3598 -0.4 0.0 -0.1
H 1.2673 0.1525 -2.9666 0.2 0.0 0.3
H 2.6026 1.3318 -2.9753 -0.3 -0.1 0.5
H 3.6963 0.2695 -0.4426 -0.4 0.3 0.4
H 3.5595 2.0202 -0.6160 -0.5 -0.3 0.0
H 2.7906 1.2408 0.7991 0.0 -0.1 -0.1
C -0.4788 2.4730 5.7215 0.0 0.0 0.2
N 0.4827 1.5760 5.1021 -0.5 0.2 -0.5
C 1.7782 1.2678 5.6889 0.3 0.0 0.1
C 2.4385 0.3122 4.6618 1.0 -0.4 0.7
C 1.4442 0.1618 3.5705 -0.6 -0.3 -0.7
C 0.3076 0.9298 3.9144 0.2 -0.1 -0.1
C -0.8306 0.8870 3.0905 0.1 -0.7 0.1
C -0.7845 0.1034 1.9354 0.8 1.3 -0.9
C 0.4966 -0.2939 1.3717 -0.4 0.2 0.3
C 0.8091 -0.4897 -0.0859 0.0 -3.3 0.4
C -0.3007 -0.9245 -0.9822 -0.9 0.9 -0.1
C -0.1810 -2.0589 -1.8359 -0.1 1.0 -1.0
C -1.0554 -2.1958 -2.9124 0.0 0.4 1.0
C -2.1674 -1.3358 -3.0516 -0.2 -0.1 0.2
N -2.9405 -1.6745 -4.1224 -0.1 0.4 0.3
C -4.1438 -0.9828 -4.5508 0.0 -0.2 -0.3
C -2.3376 -2.7614 -4.8773 0.0 0.0 -0.2
C -1.0833 -3.1463 -4.0619 0.4 -1.0 -0.4
C -2.4061 -0.3292 -2.1172 -0.1 0.0 0.4
C -1.4906 -0.1291 -1.0900 1.0 -0.2 -0.4
C 1.5293 -0.4723 2.3386 0.5 1.4 -0.3
H -1.2191 2.7986 4.9866 0.2 0.0 0.1
H -1.0244 2.0000 6.5545 0.2 0.0 -0.2
H -0.0003 3.3805 6.1296 0.0 -0.4 -0.3
H 2.3777 2.1778 5.8299 -0.2 -0.1 0.0
H 1.6561 0.8028 6.6767 0.0 0.0 -0.2
H 3.3885 0.7109 4.2796 -0.2 0.0 0.2
H 2.6842 -0.6464 5.1398 -0.1 0.2 -0.1
H -1.7056 1.4432 3.4063 -0.3 -0.5 -0.1
H -1.7217 -0.1066 1.4064 0.6 0.4 0.1
H 1.6430 -1.2470 -0.1633 -0.6 1.0 0.0
H 0.6659 -2.7354 -1.7311 -0.1 0.1 0.0
H -4.4568 -0.2583 -3.8019 0.0 -0.1 0.0
H -4.0086 -0.4373 -5.4987 0.2 -0.1 0.2
H -4.9802 -1.6816 -4.7160 0.3 0.1 0.2
H -3.0499 -3.5883 -4.9858 0.1 0.1 0.0
H -2.0586 -2.4214 -5.8818 -0.1 0.0 0.0
H -0.1677 -3.0596 -4.6692 -0.3 0.0 0.2
H -1.1428 -4.1959 -3.7406 0.1 0.3 0.0
H -3.3072 0.2691 -2.1879 0.2 0.1 0.1
H -1.6300 0.7256 -0.4176 0.0 -0.4 -0.4
H 2.4653 -0.9674 2.0295 -0.4 0.3 0.2
```
Forces are in eV/Å.

Atomic charges from the Löwdin analysis, expressed in e, are listed below:
1. C -0.046
2. N -0.304
3. C -0.014
4. C -0.044
5. H 0.106
6. H 0.110
7. H 0.097
8. H 0.101
9. H 0.098
10. H 0.114
11. H 0.106
12. H 0.114
13. H 0.090
14. C -0.026
15. N -0.123
16. C -0.118
17. C -0.095
18. C -0.163
19. C -0.182
20. C 0.008
21. C -0.005
22. C -0.190
23. C -0.040
24. C -0.218
25. C 0.030
26. C -0.149
27. C -0.189
28. N -0.127
29. C -0.026
30. C -0.124
31. C -0.093
32. C 0.003
33. C -0.058
34. C 0.006
35. H 0.078
36. H 0.098
37. H 0.098
38. H 0.124
39. H 0.126
40. H 0.121
41. H 0.125
42. H 0.104
43. H 0.107
44. H 0.144
45. H 0.126
46. H 0.073
47. H 0.096
48. H 0.098
49. H 0.125
50. H 0.123
51. H 0.123
52. H 0.125
53. H 0.103
54. H 0.103
55. H 0.132